DFT (ωB97M-V/def2-TZVPD) results for a 13-piece molecular cluster, C40H76Br2O36 overall.

```
154
Properties=species:S:1:pos:R:3:forces:R:3
C -33.022740 -11.043514 27.971640 0.13 -0.08 -0.37
C -31.754610 -10.971343 28.808586 -1.82 0.81 0.12
C -31.865275 -9.887792 29.907219 0.53 -0.62 0.46
O -31.525803 -10.615514 31.100141 0.45 0.05 0.04
C -31.418640 -11.931323 30.838870 -0.37 -0.22 0.65
O -31.283020 -12.793370 31.649115 0.21 0.26 0.08
O -31.579880 -12.184208 29.532888 0.61 0.23 -0.90
H -33.799725 -11.689213 28.378468 0.15 0.04 0.39
H -32.788447 -11.439118 26.980929 -0.16 0.22 -0.08
H -33.435002 -10.034734 27.927326 -0.09 -0.05 -0.41
H -30.941072 -10.686465 28.140504 0.47 -0.68 0.24
H -32.826559 -9.425815 30.123860 -0.19 -0.12 -0.57
H -31.135964 -9.111464 29.687273 0.02 0.07 0.49
C -38.742776 -6.858495 30.484786 -0.11 -0.19 0.93
C -37.712578 -7.607073 31.335268 -1.31 -0.21 -0.40
C -36.986019 -8.696476 30.547419 -0.74 0.08 0.84
O -35.616578 -8.323214 30.649805 0.21 -0.45 0.13
C -35.486568 -7.176006 31.353733 -0.54 0.47 -0.40
O -34.491868 -6.544638 31.494507 0.49 -0.28 0.04
O -36.686468 -6.743840 31.796080 0.09 -0.06 0.03
H -38.217568 -6.128742 29.871353 -0.38 0.08 -0.22
H -39.489770 -6.402767 31.137868 0.35 0.58 -0.03
H -39.368014 -7.547473 29.913594 0.46 -0.16 -0.35
H -38.212873 -8.044365 32.199756 0.13 0.09 0.14
H -37.368560 -8.771962 29.532988 0.65 0.23 -0.29
H -37.221334 -9.644461 31.034318 0.73 -0.21 -0.09
Br -30.745985 -1.873770 28.904982 0.06 -0.32 0.44
C -31.275625 -2.216564 30.768433 -0.51 -0.35 -0.03
C -31.915258 -3.580441 30.958123 0.02 -0.15 -1.15
Br -32.774252 -3.635454 32.713054 0.31 -0.05 -0.46
H -32.040577 -1.466935 30.940274 0.32 0.23 0.31
H -30.406710 -2.142208 31.414909 0.03 0.43 -0.11
H -31.212842 -4.395472 30.785064 0.20 0.06 0.79
H -32.663180 -3.759992 30.184317 -0.36 0.24 0.31
C -35.795408 -3.930772 29.885173 0.05 -0.63 -0.21
O -36.372305 -2.730939 29.386621 0.74 0.69 0.45
C -37.604800 -2.783762 28.935651 -0.82 0.42 0.41
O -38.359459 -3.719218 29.001028 0.08 -0.31 -0.30
O -37.908784 -1.569889 28.462973 0.57 0.36 -0.02
C -39.136227 -1.427091 27.778665 -0.74 -0.84 -0.68
H -34.813243 -3.730541 30.303707 0.00 0.42 -0.30
H -35.715689 -4.574067 29.006967 0.16 -0.51 0.40
H -36.347484 -4.393169 30.703153 -0.41 0.06 -0.29
H -39.117880 -0.555260 27.130575 0.38 0.19 0.32
H -39.994242 -1.374690 28.449093 0.17 0.04 0.17
H -39.274242 -2.293891 27.126483 -0.13 0.03 0.09
C -31.021214 -3.656941 25.810416 -1.26 -1.16 1.06
O -29.941690 -2.736983 25.777360 0.03 -0.11 -0.40
C -28.676114 -3.156945 25.820152 -0.60 -0.28 0.23
O -28.267280 -4.271585 26.027546 -0.25 -0.05 -0.05
O -27.919993 -2.089171 25.625047 -0.01 0.47 -0.38
C -26.550888 -2.299892 25.345898 0.98 0.64 0.75
H -31.546136 -3.599461 26.766740 0.28 0.39 0.15
H -30.803350 -4.724977 25.761315 0.84 0.19 -0.36
H -31.812232 -3.452648 25.092469 0.60 0.59 -0.48
H -26.030484 -2.787973 26.173429 -0.26 -0.47 -0.17
H -26.110158 -1.301858 25.334567 -0.18 0.00 -0.34
H -26.355409 -2.794932 24.397212 -0.26 -0.15 0.04
C -37.604428 -7.543920 22.901762 -0.14 -0.86 1.22
O -36.513009 -6.674869 22.680676 -0.93 0.87 -1.11
C -35.538871 -6.626614 23.552369 1.74 -1.01 -0.34
O -35.401308 -7.340622 24.513567 -0.54 0.33 0.41
O -34.596492 -5.806664 23.074078 -0.14 -0.11 -0.01
C -33.391685 -5.726431 23.813708 1.37 0.75 2.05
H -37.271298 -8.583213 22.924391 0.03 0.15 -0.34
H -38.378358 -7.427058 22.152413 0.33 0.38 -0.27
H -38.040342 -7.373543 23.888446 -0.04 0.20 -0.03
H -33.282688 -6.338163 24.711544 -0.94 -0.56 -0.28
H -33.314860 -4.738902 24.272125 -0.17 0.29 -0.50
H -32.446640 -5.923335 23.310648 -0.59 0.02 -1.11
C -35.396015 -3.143647 25.898570 -0.87 -0.56 1.19
O -34.326419 -2.549259 25.193170 0.51 -0.63 0.43
C -34.588824 -1.878651 24.078388 -0.29 -0.40 -0.76
O -35.669182 -1.484789 23.733060 0.14 0.03 -0.03
O -33.444359 -1.811379 23.378158 -0.06 -0.44 0.36
C -33.562828 -1.715367 21.958688 -0.48 0.79 -0.24
H -35.069680 -4.012907 26.476777 0.95 0.22 -0.16
H -36.188367 -3.603350 25.307386 0.01 0.74 -0.63
H -35.802917 -2.469775 26.652770 -0.18 0.28 -0.33
H -33.457932 -0.662157 21.695095 0.14 -0.11 -0.24
H -34.541112 -2.044187 21.609092 -0.01 -0.08 0.19
H -32.794662 -2.323662 21.490500 0.16 0.04 0.26
C -27.582418 -7.908339 30.501199 -0.12 -0.92 -0.49
O -27.738978 -7.299522 31.771809 0.44 0.58 -0.34
C -28.078074 -8.104204 32.772003 -1.71 -0.05 0.51
O -28.436620 -9.250252 32.692910 0.68 0.13 -0.07
O -28.151903 -7.333411 33.869505 0.58 -0.18 -0.39
C -28.577414 -7.894377 35.097390 0.56 -0.53 0.93
H -28.522677 -8.233810 30.045251 -0.22 -0.07 0.53
H -26.957420 -8.791273 30.630958 0.09 0.04 -0.32
H -27.174129 -7.219040 29.766206 0.36 0.35 0.57
H -28.362424 -8.955351 35.231478 -0.07 -0.08 -0.67
H -29.635324 -7.733930 35.291321 0.22 0.00 -0.18
H -27.958252 -7.414888 35.856177 -0.32 0.31 0.04
C -38.232301 -11.984735 28.852109 -0.48 -0.90 1.06
O -37.876755 -11.929148 27.482820 -0.21 0.12 0.13
C -37.030101 -10.976689 27.127476 0.36 0.48 -0.14
O -36.403171 -10.269228 27.880904 -0.13 -0.04 0.01
O -37.001742 -10.920460 25.808276 -0.58 -0.30 -0.53
C -36.293318 -9.836028 25.214845 0.95 0.37 0.74
H -37.548670 -12.587545 29.452630 0.29 -0.03 -0.34
H -39.192616 -12.497144 28.874188 0.00 0.04 -0.06
H -38.343485 -11.051106 29.401226 0.13 0.40 -0.69
H -35.233507 -9.961237 25.439255 0.08 0.08 -0.16
H -36.574900 -8.868838 25.629697 -0.28 -0.28 0.01
H -36.431281 -9.817177 24.139751 -0.23 -0.49 0.20
C -30.395251 -8.281695 24.954354 -0.22 -0.42 1.75
O -30.556538 -7.542177 23.776642 -1.03 -0.09 -0.65
C -29.657963 -6.749490 23.218885 0.94 0.28 -0.21
O -29.852718 -6.126251 22.211375 -0.37 -0.06 0.17
O -28.523138 -6.758973 23.904636 0.24 -0.17 0.76
C -27.481580 -5.849208 23.581978 0.09 0.61 -0.50
H -30.145323 -9.331183 24.795923 0.25 0.14 -0.49
H -31.351670 -8.286663 25.484732 -0.21 0.11 -0.42
H -29.718370 -7.867274 25.703228 0.38 0.25 -0.53
H -27.841261 -4.952735 23.074781 -0.35 -0.21 -0.12
H -26.767145 -6.333369 22.920101 0.12 -0.09 0.14
H -27.054617 -5.497286 24.513639 0.19 -0.41 0.08
C -28.496981 -4.035333 33.499988 0.34 -1.42 0.48
O -27.842479 -3.283076 32.488329 0.73 1.13 1.06
C -27.915701 -3.651438 31.247362 -0.53 0.11 -1.53
O -28.632857 -4.491479 30.761808 -0.35 -0.65 0.37
O -27.126059 -2.874827 30.501656 0.37 1.41 0.59
C -27.117820 -3.140769 29.110411 0.34 -1.95 -0.34
H -29.579719 -3.970533 33.452714 0.03 -0.04 -0.17
H -28.138992 -3.768802 34.494335 -0.01 0.98 -0.29
H -28.130559 -5.062240 33.457116 -0.63 -0.15 -0.49
H -26.696430 -2.389657 28.447659 -0.16 0.78 0.84
H -28.110294 -3.437880 28.778288 0.09 0.08 -0.11
H -26.431679 -3.992905 29.030070 -0.31 -0.15 -0.52
C -31.004056 -6.740174 32.498247 -0.59 -2.27 -1.01
O -30.695500 -6.160174 33.734780 0.48 1.04 -0.18
C -31.421226 -6.466046 34.807629 0.43 -0.06 -0.89
O -32.221706 -7.341807 34.896426 -0.90 -0.66 0.11
O -31.017313 -5.667018 35.769781 0.50 1.05 1.01
C -31.612368 -5.871770 37.064064 -0.63 -0.64 -0.98
H -31.977803 -6.456659 32.098729 0.00 0.25 0.21
H -31.004833 -7.837249 32.570151 -0.40 0.03 0.42
H -30.238194 -6.633169 31.728104 0.28 1.13 0.59
H -31.270999 -5.079319 37.716116 0.15 -0.05 0.00
H -31.366821 -6.880218 37.393533 0.18 0.14 0.35
H -32.693233 -5.852855 36.922274 -0.03 0.18 0.30
C -30.429244 -6.179036 28.744203 0.89 0.06 -0.12
O -31.633665 -6.901523 28.970549 0.69 -0.36 0.72
C -32.585361 -6.867557 28.068416 -1.56 1.52 0.39
O -32.589344 -6.215271 27.051953 0.30 -0.54 -0.21
O -33.648275 -7.482407 28.617948 0.56 -0.16 -0.32
C -34.895002 -7.395243 27.963983 -1.67 0.37 -0.34
H -30.569402 -5.124934 28.513380 -0.38 -0.07 -0.35
H -29.829450 -6.679420 27.983896 -0.11 0.20 -0.27
H -29.834134 -6.181839 29.655810 -0.35 -0.25 0.15
H -35.688494 -7.176059 28.684763 0.52 -0.09 0.34
H -35.206401 -8.342154 27.528831 0.45 -0.03 -0.20
H -35.016782 -6.578248 27.253053 0.81 -0.16 -0.33
```
Positions in Å, forces in eV/Å.

For the max |F|, the calculation gives 2.6 eV/Å. The calculation puts the LUMO energy at 0.3 eV. The value obtained for the HOMO energy is -10.24 eV.

Atom charges from the Löwdin analysis, given in e for atoms 1 to 8: atom 1 (C): -0.013, atom 2 (C): -0.292, atom 3 (C): -0.069, atom 4 (O): 0.070, atom 5 (C): -0.574, atom 6 (O): 0.158, atom 7 (O): 0.096, atom 8 (H): 0.092